Below is a molecular structure, C50H41F6N6OS3Zr in a non-equilibrium geometry, with properties calculated with the ωB97M-V functional and the def2-TZVPD basis.

Geometry as XYZ:
```
108
Properties=species:S:1:pos:R:3:forces:R:3
Zr -1.421865 -1.772950 0.020874 -0.96 -0.41 0.27
N 0.504492 -1.732606 0.574343 0.71 0.18 0.13
S 1.843966 -1.152202 0.275337 -0.08 -0.11 0.01
N 1.893268 0.055365 -0.788739 0.03 -0.01 -0.02
S 1.671815 1.565702 -0.483252 -0.05 -0.03 0.04
N 0.414652 1.981733 0.341095 0.00 0.04 -0.07
S -1.116001 1.664578 -0.088851 0.01 0.04 0.20
N -1.551090 0.254990 -0.205846 0.11 0.23 -0.34
C -1.465221 2.588261 -1.552671 -0.01 0.04 -0.02
C -1.259954 3.964045 -1.566999 0.00 0.01 -0.01
C -1.594495 4.670629 -2.707751 -0.02 -0.02 -0.03
C -2.126758 4.005386 -3.809179 0.01 0.01 0.02
C -2.326538 2.633092 -3.776327 0.00 -0.01 0.00
C -1.998072 1.910633 -2.637919 -0.01 0.00 -0.05
C -1.964316 2.515561 1.207665 0.02 0.03 0.00
C -1.375457 3.545357 1.928889 0.03 0.03 0.02
C -2.131340 4.203252 2.887534 -0.02 -0.01 0.00
C -3.452477 3.836830 3.107317 0.01 -0.02 -0.02
C -4.028546 2.806929 2.372692 0.00 0.05 0.04
C -3.285938 2.138716 1.414514 0.00 -0.05 -0.03
C 1.767753 2.286208 -2.086267 -0.02 0.00 0.00
C 1.509983 1.517204 -3.213535 -0.01 -0.04 0.00
C 1.562376 2.136585 -4.451711 0.01 0.04 -0.04
C 1.868796 3.488800 -4.546898 -0.01 -0.03 0.03
C 2.117124 4.241616 -3.404506 0.00 -0.03 -0.02
C 2.062415 3.643599 -2.157753 0.00 0.06 -0.01
C 3.004750 2.266001 0.427640 0.03 -0.01 -0.01
C 4.262623 2.169557 -0.162536 0.02 0.00 -0.02
C 5.348096 2.704929 0.505863 -0.02 0.02 0.01
C 5.167440 3.316691 1.743204 -0.02 -0.01 -0.01
C 3.906981 3.387671 2.320521 0.03 0.02 0.00
C 2.804418 2.861229 1.662906 0.00 0.00 0.02
C 2.925001 -2.308806 -0.490088 -0.01 -0.08 0.04
C 3.680590 -1.996569 -1.610522 0.03 0.01 -0.04
C 4.503630 -2.977912 -2.144578 0.00 -0.01 0.01
C 4.567351 -4.233361 -1.556373 0.00 0.01 0.00
C 3.805356 -4.527370 -0.430309 0.01 0.01 -0.02
C 2.972592 -3.564099 0.109695 0.01 -0.01 -0.02
C 2.650947 -0.648095 1.763101 0.03 0.03 -0.02
C 1.854287 -0.301326 2.845897 -0.03 0.01 0.03
C 2.471131 0.112882 4.016249 0.02 0.00 0.00
C 3.857080 0.176143 4.086855 0.00 0.00 -0.01
C 4.639616 -0.168644 2.989789 -0.04 0.01 0.04
C 4.038467 -0.585993 1.813922 0.02 -0.02 0.02
H -0.862034 4.480616 -0.702608 0.00 -0.02 0.01
H -1.452874 5.742465 -2.736557 0.00 0.00 0.00
H -2.396317 4.565538 -4.694672 0.00 0.00 0.00
H -2.747250 2.123665 -4.632695 0.00 0.01 0.00
H -2.156375 0.842106 -2.591673 0.01 0.01 0.02
H -0.348535 3.830843 1.751445 -0.01 -0.01 -0.02
H -1.689602 5.006701 3.460805 0.01 0.00 0.00
H -4.037191 4.359544 3.852137 0.00 0.00 0.00
H -5.060327 2.531367 2.543570 0.00 0.00 0.00
H -3.723075 1.337497 0.832898 0.01 0.00 0.00
H 1.288817 0.462099 -3.128010 0.00 0.01 0.02
H 1.376083 1.557935 -5.346232 0.00 0.00 0.00
H 1.923185 3.959000 -5.519746 0.00 0.00 0.00
H 2.362493 5.291571 -3.486240 0.00 0.00 0.00
H 2.264641 4.223013 -1.265559 0.00 -0.01 0.01
H 4.390852 1.700747 -1.130915 -0.01 0.00 0.00
H 6.332265 2.655638 0.060512 0.00 0.00 0.00
H 6.018365 3.744193 2.256793 0.00 0.00 0.01
H 3.777096 3.862525 3.283611 0.00 0.00 0.00
H 1.817437 2.908722 2.099380 0.00 -0.01 0.00
H 3.622712 -1.018487 -2.065748 -0.01 0.01 0.02
H 5.096232 -2.759098 -3.022191 0.00 0.00 0.00
H 5.214714 -4.990338 -1.978287 0.00 0.00 0.00
H 3.859929 -5.507750 0.022300 0.00 0.00 0.00
H 2.367264 -3.787540 0.978783 -0.01 0.01 0.00
H 0.775824 -0.363646 2.774833 0.00 -0.01 -0.02
H 1.871876 0.376505 4.877452 0.00 0.00 0.00
H 4.331836 0.487254 5.008095 0.01 0.00 0.00
H 5.718390 -0.128753 3.056151 0.00 0.00 0.00
H 4.639945 -0.879619 0.962831 0.00 0.01 0.00
C -6.003090 -1.070556 -0.003533 -0.04 0.03 -0.03
C -6.436144 -1.596170 1.202359 -0.03 -0.01 0.01
C -5.498798 -2.073169 2.103876 0.05 0.07 -0.01
C -4.154738 -2.022945 1.767419 -0.03 -0.08 -0.03
N -3.739364 -1.563869 0.575226 0.01 0.03 0.09
C -4.650598 -1.076878 -0.277477 0.09 -0.04 0.02
C -3.081299 -2.485779 2.678041 -0.03 0.03 0.04
C -3.317741 -2.804911 4.003247 0.00 -0.07 0.01
C -2.271753 -3.250385 4.796419 -0.01 0.01 0.01
C -1.013484 -3.382721 4.234712 -0.04 -0.11 -0.04
C -0.846546 -3.039337 2.909063 0.10 0.12 0.07
N -1.843485 -2.562381 2.146210 0.01 0.00 0.05
H -6.695064 -0.674276 -0.732775 -0.02 -0.01 0.02
H -7.490143 -1.634348 1.443021 0.00 0.00 -0.01
H -5.819576 -2.486383 3.047834 0.00 0.01 0.00
H -4.276633 -0.680791 -1.210557 0.00 0.01 0.00
H -4.306507 -2.704948 4.423815 0.01 -0.01 0.00
H -2.444155 -3.496140 5.835776 0.00 0.00 0.00
H -0.171784 -3.750654 4.803471 -0.01 0.00 0.01
H 0.117363 -3.112303 2.428864 0.01 0.02 0.01
C -2.104340 -5.284763 -2.508750 -0.01 0.03 0.03
C -1.685345 -3.856038 -2.204554 -0.16 -0.09 0.06
O -1.693288 -3.532956 -0.852954 0.02 -0.16 -0.13
C -2.653450 -2.851480 -2.864170 0.07 0.08 -0.12
F -2.494313 -2.659356 -4.154677 -0.01 0.01 0.04
F -3.918172 -3.134792 -2.614985 -0.02 -0.03 0.07
F -2.432159 -1.592958 -2.250095 0.01 -0.03 -0.10
C -0.248239 -3.598063 -2.680611 0.25 0.13 -0.19
F 0.613115 -4.407908 -2.077117 -0.10 0.08 0.01
F -0.076933 -3.692700 -3.990491 -0.01 0.04 0.16
F 0.096963 -2.309606 -2.308927 0.06 -0.06 -0.17
H -3.097250 -5.468067 -2.105466 0.01 0.01 0.02
H -1.400774 -5.970404 -2.042363 0.00 0.00 0.01
H -2.117594 -5.466480 -3.583640 0.01 0.01 0.00
```
Forces are in eV/Å.

Its HOMO-LUMO gap is 8.50 eV. Its total energy is -4173.7133 hartree. Its net charge is +3. The value obtained for the relative energy (zero: lowest compared OMol25 entry of this formula, charge and spin) is 20.1 kJ/mol.

Atomic partial charges in e from the Mulliken method, atoms 1 to 6:
1. Zr 1.0521
2. N -0.0160
3. S 1.3779
4. N 0.4795
5. S 0.9608
6. N 0.5071


Below is a molecular structure, C50H41F6N6OS3Zr in a non-equilibrium geometry, with properties calculated with the ωB97M-V functional and the def2-TZVPD basis.

Geometry as XYZ:
```
108
Properties=species:S:1:pos:R:3:forces:R:3
Zr -1.464208 -1.918797 -0.037545 0.45 1.50 0.27
N 0.535363 -1.618424 0.337192 0.09 -0.43 -0.03
S 1.882115 -1.134326 -0.056284 -0.12 0.00 0.17
N 1.931221 0.239411 -0.909779 0.06 0.14 0.25
S 1.655838 1.651757 -0.305494 -0.06 -0.11 -0.08
N 0.364763 1.889058 0.534522 0.03 0.02 -0.15
S -1.120381 1.555849 -0.017092 -0.12 -0.15 -0.25
N -1.551197 0.147847 -0.120637 -0.13 0.23 -0.36
C -1.326564 2.383430 -1.566359 -0.09 0.14 -0.07
C -1.478999 3.766147 -1.596490 0.00 -0.10 -0.06
C -1.643692 4.387322 -2.824466 -0.04 -0.01 -0.02
C -1.654530 3.631913 -3.991915 -0.01 -0.03 0.00
C -1.500941 2.249980 -3.943746 -0.02 0.08 -0.04
C -1.339350 1.612906 -2.724382 -0.04 0.19 0.09
C -2.078698 2.466327 1.133317 -0.21 0.05 0.12
C -1.554001 3.436664 1.981378 -0.17 -0.09 -0.07
C -2.429391 4.118931 2.815884 0.01 0.01 0.01
C -3.789589 3.837827 2.786686 -0.02 0.00 0.00
C -4.295695 2.867414 1.927098 -0.02 0.02 0.04
C -3.440930 2.170889 1.090712 0.06 0.10 0.13
C 1.802799 2.677463 -1.719372 -0.07 0.14 -0.02
C 2.028112 2.136997 -2.975957 0.00 0.20 -0.06
C 2.182572 3.013886 -4.041242 0.01 -0.01 0.01
C 2.110089 4.383643 -3.831512 0.01 0.05 0.03
C 1.875625 4.901378 -2.558561 0.06 0.04 -0.08
C 1.718208 4.048859 -1.483568 0.11 -0.06 -0.17
C 2.903542 2.260750 0.763697 0.17 -0.19 0.01
C 4.181823 2.343761 0.213761 -0.02 0.07 0.13
C 5.187778 2.881176 0.993033 0.08 0.02 0.05
C 4.910282 3.317546 2.287411 0.03 -0.01 -0.01
C 3.630445 3.212912 2.815514 0.00 -0.03 0.00
C 2.602459 2.674991 2.052055 0.15 0.05 0.05
C 2.800766 -2.176075 -1.137729 -0.06 -0.16 -0.08
C 2.917005 -1.894542 -2.495953 0.07 -0.12 0.18
C 3.567742 -2.813410 -3.303943 0.02 -0.04 -0.04
C 4.088377 -3.981116 -2.758380 0.01 0.00 -0.04
C 3.953511 -4.250384 -1.401407 0.04 -0.04 0.00
C 3.298578 -3.350600 -0.579002 -0.07 -0.01 -0.11
C 2.900560 -0.968822 1.371439 0.02 0.09 0.14
C 2.246737 -0.779456 2.586106 0.22 0.01 -0.09
C 3.011578 -0.654716 3.733307 0.04 0.02 0.08
C 4.398550 -0.726559 3.657761 -0.02 0.02 0.04
C 5.034828 -0.897469 2.433703 0.01 0.04 0.02
C 4.287216 -1.014128 1.273145 -0.03 0.13 0.01
H -1.477527 4.350280 -0.683405 -0.02 -0.04 -0.03
H -1.774752 5.461794 -2.868818 0.00 -0.06 -0.01
H -1.794663 4.123492 -4.947093 0.01 -0.02 0.04
H -1.516158 1.668872 -4.857747 -0.01 0.03 0.04
H -1.229072 0.540609 -2.671679 0.00 -0.10 0.04
H -0.495725 3.654980 1.990347 -0.02 -0.01 -0.02
H -2.047553 4.877023 3.487666 -0.02 -0.02 -0.02
H -4.464004 4.383405 3.435156 0.04 -0.02 -0.02
H -5.358770 2.661298 1.905428 0.05 0.02 0.00
H -3.817739 1.413637 0.413880 0.03 0.03 0.01
H 2.086465 1.068193 -3.116417 -0.01 0.08 0.01
H 2.366989 2.623509 -5.033913 0.00 0.02 0.03
H 2.242816 5.059710 -4.667056 0.00 -0.01 0.03
H 1.825643 5.971652 -2.406263 0.00 -0.02 -0.02
H 1.549996 4.442078 -0.487029 0.01 -0.05 -0.02
H 4.381639 2.022027 -0.802404 -0.03 0.00 0.04
H 6.187458 2.974188 0.588196 -0.03 0.00 0.04
H 5.702975 3.747732 2.887448 -0.03 -0.01 -0.03
H 3.426755 3.557885 3.821122 0.02 -0.01 -0.03
H 1.598117 2.585658 2.442067 0.06 0.00 -0.02
H 2.513073 -0.985002 -2.912084 0.00 -0.02 0.02
H 3.673585 -2.614849 -4.362833 0.01 -0.01 0.04
H 4.604612 -4.688114 -3.396168 -0.03 0.03 0.02
H 4.359162 -5.162345 -0.982578 -0.01 0.03 -0.03
H 3.175244 -3.567182 0.475662 0.01 0.04 -0.03
H 1.168920 -0.718967 2.620816 -0.06 -0.03 -0.02
H 2.527230 -0.502162 4.690709 0.04 -0.02 -0.05
H 4.990143 -0.647512 4.561193 -0.02 0.00 -0.02
H 6.115238 -0.945169 2.382107 -0.04 -0.01 0.02
H 4.778539 -1.142848 0.315948 -0.04 -0.02 0.05
C -6.047450 -1.176362 -0.385411 -0.14 0.02 -0.05
C -6.472818 -1.472128 0.898097 -0.07 -0.02 0.03
C -5.522837 -1.708334 1.881747 -0.25 0.15 0.00
C -4.187585 -1.653758 1.540432 0.32 -0.07 0.20
N -3.775566 -1.456070 0.276844 -0.06 -0.22 0.36
C -4.693330 -1.190612 -0.655414 0.13 -0.03 -0.01
C -3.123705 -1.842343 2.566500 0.00 -0.03 -0.32
C -3.361263 -1.642856 3.909594 0.01 -0.14 0.28
C -2.358165 -1.935736 4.821671 -0.06 0.04 0.11
C -1.140792 -2.420322 4.368773 -0.01 -0.04 0.18
C -0.942664 -2.531219 3.013282 -0.25 0.08 -0.26
N -1.904659 -2.219216 2.123410 -0.11 0.17 0.39
H -6.749015 -0.966475 -1.181111 0.00 0.00 0.03
H -7.528848 -1.518537 1.135815 0.06 0.01 -0.02
H -5.825294 -1.938628 2.893397 -0.01 0.00 -0.04
H -4.325940 -0.994233 -1.651341 -0.01 0.01 -0.06
H -4.318823 -1.273603 4.246232 0.02 -0.02 0.02
H -2.533508 -1.798611 5.881685 0.01 -0.01 -0.04
H -0.352532 -2.702669 5.052635 -0.02 0.02 0.00
H -0.005903 -2.874934 2.602979 0.09 0.02 -0.07
C -2.016176 -5.915156 -1.488566 -0.36 -0.19 0.25
C -1.771792 -4.428438 -1.443635 0.37 0.20 0.18
O -1.996483 -3.825263 -0.189649 0.40 -0.94 -1.00
C -2.712762 -3.672464 -2.396480 0.03 0.02 -0.06
F -2.577812 -3.925405 -3.671446 0.18 0.07 -0.09
F -3.971561 -3.817518 -2.043683 -0.02 0.02 -0.02
F -2.440870 -2.262011 -2.235794 -0.30 -0.28 0.15
C -0.274938 -4.179285 -1.828161 -0.69 -0.13 -0.42
F 0.515863 -4.446424 -0.803463 0.06 -0.05 0.01
F 0.130303 -4.851828 -2.883579 0.03 0.09 -0.06
F -0.123179 -2.827286 -2.125784 0.29 -0.20 0.33
H -3.033629 -6.121044 -1.160262 0.02 -0.05 0.00
H -1.324625 -6.406083 -0.805493 -0.02 -0.02 -0.01
H -1.870618 -6.307192 -2.493019 -0.01 -0.02 -0.01
```
Forces are in eV/Å.

Its HOMO-LUMO gap is 8.42 eV. Its total energy is -4173.6754 hartree. Its net charge is +3. The value obtained for the relative energy (zero: lowest compared OMol25 entry of this formula, charge and spin) is 119.4 kJ/mol.

Atomic partial charges in e from the Mulliken method, atoms 1 to 6:
1. Zr 1.2945
2. N 0.0114
3. S 1.2354
4. N 0.4970
5. S 1.0418
6. N 0.4564


Look up the relative energy (zero: lowest compared OMol25 entry of this formula, charge and spin) of the first one.
20.1 kJ/mol